1.
C31H46F18N2O32S4V | ωB97M-V/def2-TZVPD

The LUMO energy (alpha / beta) is -1.54 / -1.42 eV. Its expectation value of S² is 3.75. For the orbital gap (alpha / beta), the calculation gives 8.209 / 8.338 eV. The energy comes out at -219330.4592 eV. As for the total charge: 0. As for the spin multiplicity: 4.

Cartesian coordinates (Å):
V (-0.59, -1.86, -1.75)
C (-0.88, 1.86, -2.23)
F (0.41, 1.97, -1.90)
F (-1.38, 3.06, -2.40)
F (-1.02, 1.17, -3.35)
S (-1.70, 1.06, -0.72)
O (-1.76, 2.16, 0.19)
O (-2.96, 0.59, -1.29)
N (-0.73, -0.34, -0.32)
S (0.17, -0.04, 1.00)
O (1.24, -0.98, 1.15)
O (0.59, 1.33, 1.18)
C (-1.07, -0.42, 2.34)
F (-0.44, -0.20, 3.50)
F (-2.17, 0.30, 2.26)
F (-1.35, -1.71, 2.26)
C (0.61, -4.97, -4.28)
F (0.41, -5.93, -5.14)
F (1.84, -5.13, -3.75)
F (0.57, -3.75, -4.82)
S (-0.70, -5.04, -2.89)
O (-1.89, -4.41, -3.40)
O (-0.89, -6.43, -2.55)
N (-0.06, -3.90, -1.69)
S (0.76, -4.79, -0.66)
O (1.24, -6.05, -1.17)
O (1.69, -3.99, 0.10)
C (-0.64, -5.21, 0.57)
F (-1.74, -5.67, 0.00)
F (-0.26, -6.04, 1.52)
F (-0.93, -4.02, 1.12)
C (-3.70, -6.42, 4.87)
C (-2.30, -5.95, 5.19)
O (-2.39, -4.60, 4.79)
C (-3.30, -4.57, 3.72)
O (-3.39, -3.68, 2.96)
O (-3.96, -5.75, 3.66)
F (-1.52, -6.63, 4.28)
H (-4.41, -6.30, 5.69)
H (-3.68, -7.51, 4.75)
H (-1.96, -6.08, 6.21)
C (2.55, 2.52, 3.61)
C (2.18, 1.81, 4.93)
O (3.19, 2.32, 5.79)
C (4.21, 2.76, 5.07)
O (5.21, 3.18, 5.58)
O (3.94, 2.78, 3.75)
F (2.34, 0.46, 4.75)
H (1.89, 3.40, 3.68)
H (2.41, 2.00, 2.67)
H (1.14, 2.04, 5.15)
C (-3.80, 4.70, 0.96)
C (-4.04, 4.05, 2.35)
O (-5.40, 4.34, 2.59)
C (-5.80, 5.38, 1.83)
O (-6.68, 6.13, 2.13)
O (-4.88, 5.64, 0.91)
F (-3.35, 4.72, 3.31)
H (-3.81, 3.97, 0.15)
H (-2.86, 5.24, 1.02)
H (-3.94, 2.97, 2.47)
C (0.19, -1.66, 6.61)
C (0.30, -2.54, 5.37)
O (0.27, -3.84, 5.86)
C (-0.19, -3.82, 7.13)
O (-0.47, -4.80, 7.78)
O (-0.25, -2.61, 7.61)
F (1.47, -2.35, 4.71)
H (-0.62, -0.95, 6.47)
H (1.14, -1.23, 6.94)
H (-0.60, -2.30, 4.79)
C (4.16, -2.51, 1.25)
C (5.66, -2.69, 1.42)
O (5.95, -1.84, 2.49)
C (5.03, -0.82, 2.47)
O (5.08, 0.24, 3.00)
O (4.06, -1.12, 1.61)
F (6.28, -2.16, 0.32)
H (3.46, -2.85, 2.02)
H (3.75, -2.75, 0.28)
H (5.86, -3.75, 1.57)
C (-1.82, 7.53, -3.72)
C (-1.37, 6.27, -4.41)
O (-2.24, 5.29, -3.86)
C (-3.36, 5.92, -3.45)
O (-4.31, 5.41, -2.95)
O (-3.21, 7.25, -3.60)
F (-0.07, 5.90, -4.20)
H (-1.58, 8.43, -4.29)
H (-1.38, 7.61, -2.73)
H (-1.43, 6.29, -5.50)
C (3.94, 2.12, -1.52)
C (5.38, 1.63, -1.75)
C (6.06, 1.63, -0.37)
O (5.33, 2.64, 0.34)
C (3.96, 2.61, -0.07)
H (3.19, 1.32, -1.53)
H (3.68, 2.91, -2.22)
H (5.86, 2.40, -2.35)
H (5.35, 0.67, -2.26)
H (7.10, 1.92, -0.51)
H (6.05, 0.68, 0.16)
H (3.53, 3.59, 0.14)
H (3.30, 1.93, 0.48)
C (-3.56, -2.17, -0.47)
O (-2.69, -2.36, -1.62)
H (-3.77, -3.21, -0.20)
H (-3.03, -1.68, 0.33)
H (-4.55, -1.77, -0.71)
H (-3.25, -2.45, -2.40)
C (2.32, -2.02, -2.71)
O (1.59, -0.96, -2.11)
H (1.71, -2.48, -3.47)
H (3.30, -1.72, -3.11)
H (2.69, -2.71, -1.93)
H (2.16, -0.20, -1.94)
C (2.48, 2.07, -5.02)
O (2.24, 2.66, -6.25)
H (3.51, 2.10, -4.65)
H (1.80, 2.56, -4.32)
H (2.09, 1.04, -5.07)
H (2.64, 2.17, -6.97)
C (-5.36, 0.55, -3.99)
O (-4.87, 1.61, -4.80)
H (-6.43, 0.35, -4.07)
H (-4.80, -0.35, -4.27)
H (-5.24, 0.86, -2.95)
H (-5.41, 2.40, -4.66)
C (-1.11, 2.43, -5.88)
O (-2.51, 2.28, -5.58)
H (-0.65, 1.44, -5.84)
H (-0.98, 2.99, -6.80)
H (-0.61, 3.10, -5.17)
H (-2.51, 2.28, -4.62)

Atomic partial charges in e from the Löwdin method, atoms 1 to 8:
1 V 0.9971
2 C -0.6593
3 F 0.1230
4 F 0.1809
5 F 0.1444
6 S 0.7015
7 O -0.2525
8 O -0.2846

=====

2.
C31H46FN6OS2 | ωB97M-V/def2-TZVPD

The LUMO energy is -3.09 eV. As for the SMILES: C#C[C@]1(CNC)[N@H+](O)[C@H](CNC)[C@](CCCF)(CNC)[C@@]1(N)CCCSC(=S)N(c1ccccc1)c1ccccc1. For the orbital gap, the calculation gives 7.084 eV. The energy comes out at -68258.0519 eV. As for the total charge: +1. As for the spin multiplicity: 1.

Cartesian coordinates (Å):
C (3.51, 0.45, 2.41)
C (3.18, 0.52, 1.25)
C (2.72, 0.36, -0.13)
C (3.93, -0.10, -1.00)
N (5.23, 0.27, -0.44)
C (5.84, 1.44, -1.06)
N (2.35, 1.76, -0.65)
O (1.90, 2.67, 0.32)
C (1.42, 1.51, -1.81)
C (0.81, 2.81, -2.36)
N (-0.27, 3.40, -1.57)
C (-1.29, 4.08, -2.38)
C (0.56, 0.24, -1.51)
C (0.79, -0.66, -2.76)
C (0.50, -0.04, -4.14)
C (0.07, -1.08, -5.16)
F (0.11, -0.50, -6.42)
C (-0.89, 0.51, -1.09)
N (-1.80, 0.81, -2.20)
C (-2.54, -0.36, -2.64)
C (1.34, -0.40, -0.26)
N (0.56, -0.14, 0.95)
C (1.58, -1.93, -0.28)
C (0.32, -2.80, -0.46)
C (0.03, -3.77, 0.69)
S (-0.43, -2.95, 2.22)
C (-2.20, -2.94, 2.19)
S (-3.07, -3.95, 1.26)
N (-2.80, -1.99, 3.05)
C (-3.46, -0.89, 2.40)
C (-3.58, -0.74, 1.03)
C (-4.22, 0.37, 0.49)
C (-4.77, 1.34, 1.31)
C (-4.68, 1.19, 2.69)
C (-4.04, 0.08, 3.22)
C (-1.96, -1.60, 4.17)
C (-2.06, -2.34, 5.34)
C (-1.28, -1.97, 6.43)
C (-0.42, -0.89, 6.37)
C (-0.32, -0.15, 5.19)
C (-1.10, -0.51, 4.10)
H (3.86, 0.35, 3.41)
H (3.88, 0.34, -2.01)
H (3.92, -1.18, -1.12)
H (5.85, -0.53, -0.49)
H (5.76, 1.47, -2.15)
H (6.91, 1.45, -0.82)
H (5.44, 2.36, -0.62)
H (3.17, 2.18, -1.09)
H (2.43, 3.47, 0.20)
H (2.15, 1.23, -2.58)
H (0.50, 2.65, -3.39)
H (1.65, 3.53, -2.43)
H (0.13, 4.09, -0.96)
H (-2.27, 3.61, -2.28)
H (-1.41, 5.12, -2.06)
H (-1.05, 4.10, -3.44)
H (1.85, -0.93, -2.75)
H (0.24, -1.60, -2.68)
H (1.42, 0.39, -4.54)
H (-0.26, 0.75, -4.10)
H (0.78, -1.91, -5.16)
H (-0.94, -1.45, -4.98)
H (-0.88, 1.39, -0.45)
H (-1.29, -0.30, -0.49)
H (-2.45, 1.52, -1.90)
H (-3.05, -0.87, -1.81)
H (-1.88, -1.10, -3.10)
H (-3.31, -0.08, -3.36)
H (0.49, 0.84, 1.19)
H (0.87, -0.68, 1.74)
H (2.07, -2.20, 0.65)
H (2.28, -2.16, -1.09)
H (-0.57, -2.22, -0.66)
H (0.47, -3.44, -1.34)
H (-0.74, -4.47, 0.39)
H (0.92, -4.36, 0.93)
H (-3.17, -1.48, 0.35)
H (-4.31, 0.47, -0.58)
H (-5.26, 2.21, 0.90)
H (-5.11, 1.91, 3.38)
H (-3.98, -0.02, 4.30)
H (-2.74, -3.18, 5.40)
H (-1.34, -2.54, 7.35)
H (0.16, -0.60, 7.23)
H (0.33, 0.71, 5.10)
H (-1.06, 0.03, 3.17)

Atomic partial charges in e from the Löwdin method, atoms 1 to 8:
1 C 0.1910
2 C -0.0731
3 C -0.2484
4 C -0.1272
5 N -0.1007
6 C -0.1124
7 N -0.0111
8 O 0.0838

=====

3.
C31H46N4P2SiTc | ωB97M-V/def2-TZVPD

The LUMO energy (alpha / beta) is -6.56 / -9.54 eV. Its expectation value of S² is 3.83. The relative energy (zero: lowest compared OMol25 entry of this formula, charge and spin) is 0.559 eV. For the orbital gap (alpha / beta), the calculation gives 6.656 / 3.408 eV. The energy comes out at -67479.7584 eV. As for the total charge: +2. As for the spin multiplicity: 4.

Cartesian coordinates (Å):
Tc (-2.24, 3.48, 1.22)
C (-0.64, 1.20, -2.99)
C (-1.20, 2.39, -3.22)
C (-2.59, 2.61, -3.62)
C (-3.75, 1.62, -3.15)
C (-3.62, 0.85, -1.91)
C (-2.83, -0.19, -1.54)
C (-2.05, -1.01, -2.50)
C (-1.13, -0.14, -3.44)
C (-2.43, 1.79, 2.37)
H (0.45, 1.22, -3.04)
H (-0.59, 3.31, -3.12)
H (-2.63, 2.57, -4.72)
H (-2.87, 3.60, -3.28)
H (-4.65, 2.25, -2.99)
H (-3.99, 1.02, -4.06)
H (-4.22, 1.26, -1.03)
H (-2.50, -0.22, -0.47)
H (-2.80, -1.50, -3.17)
H (-1.46, -1.76, -1.96)
H (-0.30, -0.78, -3.73)
H (-1.69, -0.03, -4.38)
H (-2.06, 0.84, 1.94)
H (-3.39, 1.58, 2.89)
H (-1.70, 2.17, 3.18)
P (-4.48, 3.23, 0.96)
P (-2.55, 5.36, -1.37)
N (-6.07, 2.12, 0.43)
N (-5.64, 4.03, 2.20)
N (-3.84, 5.77, -2.90)
N (-2.15, 7.07, -1.38)
C (-4.85, 4.46, -0.35)
C (-3.87, 5.61, -0.14)
C (-6.36, 0.86, 0.94)
C (-7.65, 0.49, 0.57)
C (-8.20, 1.57, -0.17)
C (-7.22, 2.56, -0.22)
C (-5.51, 3.88, 3.57)
C (-6.60, 4.50, 4.20)
C (-7.45, 5.00, 3.17)
C (-6.85, 4.68, 1.95)
C (-3.57, 5.73, -4.26)
C (-4.69, 6.14, -4.99)
C (-5.71, 6.42, -4.04)
C (-5.17, 6.17, -2.78)
C (-2.00, 7.93, -2.49)
C (-2.12, 9.25, -2.06)
C (-2.27, 9.21, -0.63)
C (-2.26, 7.88, -0.24)
H (-5.89, 4.81, -0.34)
H (-4.73, 3.88, -1.29)
H (-4.38, 6.58, -0.14)
H (-3.30, 5.54, 0.83)
H (-5.62, 0.31, 1.51)
H (-8.15, -0.44, 0.80)
H (-9.17, 1.65, -0.62)
H (-7.29, 3.52, -0.70)
H (-4.64, 3.40, 3.99)
H (-6.76, 4.60, 5.26)
H (-8.37, 5.56, 3.26)
H (-7.18, 4.94, 0.96)
H (-2.62, 5.35, -4.62)
H (-4.77, 6.18, -6.07)
H (-6.74, 6.72, -4.22)
H (-5.66, 6.25, -1.83)
H (-1.89, 7.54, -3.49)
H (-2.14, 10.12, -2.69)
H (-2.33, 10.05, 0.04)
H (-2.34, 7.44, 0.73)
C (0.01, -0.59, 1.62)
Si (0.45, 0.66, 0.29)
C (2.30, 1.07, 0.56)
C (0.84, -0.63, -1.09)
C (-0.64, 2.36, 0.36)
H (0.55, -1.53, 1.43)
H (-1.06, -0.85, 1.65)
H (0.31, -0.24, 2.61)
H (2.96, 0.30, 0.13)
H (2.61, 2.01, 0.09)
H (2.56, 1.13, 1.62)
H (0.08, -1.40, -1.31)
H (1.18, -0.23, -2.05)
H (1.73, -1.21, -0.72)
H (0.20, 2.92, 0.90)
H (-0.55, 2.55, -0.74)

Atomic partial charges in e from the Löwdin method, atoms 1 to 8:
1 Tc 0.6629
2 C -0.1497
3 C -0.1506
4 C -0.1892
5 C -0.1675
6 C -0.1366
7 C -0.1068
8 C -0.1800

=====

4.
C31H46N4P2SiTi | ωB97M-V/def2-TZVPD

The LUMO energy (alpha / beta) is -8.89 / -10.11 eV. For the orbital gap (alpha / beta), the calculation gives 4.538 / 3.081 eV. The energy comes out at -88400.4412 eV. As for the total charge: +2. As for the spin multiplicity: 1.

Cartesian coordinates (Å):
Ti (0.98, -1.50, -0.53)
C (3.87, -4.76, -3.91)
C (4.00, -3.46, -4.20)
C (3.66, -2.90, -5.53)
C (2.31, -3.30, -6.20)
C (1.15, -3.46, -5.24)
C (1.06, -4.45, -4.34)
C (1.72, -5.80, -4.58)
C (3.25, -5.76, -4.83)
C (-1.13, -1.23, 0.13)
H (4.26, -5.24, -3.01)
H (4.67, -2.82, -3.64)
H (4.47, -3.19, -6.24)
H (3.70, -1.80, -5.45)
H (2.05, -2.49, -6.91)
H (2.44, -4.20, -6.83)
H (0.29, -2.80, -5.41)
H (0.41, -4.39, -3.46)
H (1.27, -6.31, -5.47)
H (1.53, -6.43, -3.69)
H (3.65, -6.76, -4.57)
H (3.51, -5.57, -5.88)
H (-0.90, -1.53, 1.16)
H (-2.01, -1.75, -0.21)
H (-1.30, -0.14, 0.11)
P (-0.35, -0.93, -2.55)
P (2.09, 0.48, -1.54)
N (-1.51, -2.23, -2.96)
N (-1.55, 0.54, -2.91)
N (2.91, -1.89, -0.83)
N (3.52, 1.18, -1.05)
C (1.03, -0.74, -3.78)
C (2.21, 0.17, -3.29)
C (-1.97, -3.28, -2.14)
C (-2.90, -4.04, -2.84)
C (-2.98, -3.49, -4.16)
C (-2.15, -2.37, -4.20)
C (-2.80, 0.84, -2.37)
C (-3.32, 1.99, -2.97)
C (-2.34, 2.44, -3.90)
C (-1.27, 1.55, -3.82)
C (2.55, -2.98, 0.00)
C (3.41, -4.05, -0.28)
C (4.33, -3.57, -1.23)
C (4.02, -2.25, -1.53)
C (4.88, 0.89, -1.20)
C (5.61, 1.82, -0.48)
C (4.67, 2.71, 0.15)
C (3.40, 2.28, -0.19)
H (0.66, -0.40, -4.76)
H (1.45, -1.74, -3.96)
H (3.21, -0.28, -3.47)
H (2.17, 1.16, -3.79)
H (-1.61, -3.39, -1.13)
H (-3.45, -4.88, -2.43)
H (-3.58, -3.88, -4.98)
H (-1.96, -1.66, -4.98)
H (-3.21, 0.25, -1.56)
H (-4.28, 2.45, -2.79)
H (-2.41, 3.31, -4.54)
H (-0.32, 1.56, -4.32)
H (2.01, -2.75, 0.93)
H (3.33, -5.05, 0.12)
H (5.09, -4.14, -1.73)
H (4.53, -1.56, -2.21)
H (5.21, 0.09, -1.83)
H (6.69, 1.89, -0.41)
H (4.90, 3.57, 0.76)
H (2.42, 2.63, 0.08)
C (-0.56, 2.05, 2.57)
Si (0.39, 0.45, 2.88)
C (1.66, 0.87, 4.22)
C (-0.71, -0.84, 3.71)
C (1.20, -0.17, 1.23)
H (-0.95, 2.39, 3.54)
H (-1.41, 1.90, 1.89)
H (0.08, 2.84, 2.16)
H (1.11, 1.25, 5.09)
H (2.22, -0.02, 4.52)
H (2.37, 1.65, 3.90)
H (-1.59, -1.11, 3.12)
H (-0.14, -1.76, 3.93)
H (-1.05, -0.42, 4.67)
H (1.43, 0.82, 0.78)
H (2.17, -0.63, 1.50)

Atomic partial charges in e from the Löwdin method, atoms 1 to 8:
1 Ti 0.6958
2 C -0.1012
3 C -0.1367
4 C -0.1747
5 C -0.1704
6 C -0.1483
7 C -0.0988
8 C -0.1602

=====

5.
C31H47As2N3O8S2Ti | ωB97M-V/def2-TZVPD

The LUMO energy (alpha / beta) is -3.39 / -3.39 eV. Its expectation value of S² is 0.76. The relative energy (zero: lowest compared OMol25 entry of this formula, charge and spin) is 0.000 eV. For the orbital gap (alpha / beta), the calculation gives 5.395 / 7.420 eV. The energy comes out at -220218.7094 eV. As for the total charge: +1. As for the spin multiplicity: 2.

Cartesian coordinates (Å):
Ti (1.28, 0.49, 1.06)
C (4.67, 2.09, -0.79)
C (3.21, 2.54, -0.85)
N (2.21, 1.44, -0.96)
C (2.51, 0.57, -2.12)
C (3.37, -0.66, -1.83)
S (3.10, -1.31, -0.16)
C (4.78, -1.25, 0.53)
C (5.63, -0.01, 0.20)
N (4.94, 1.24, 0.35)
H (4.94, 1.57, -1.71)
H (5.27, 3.00, -0.78)
H (2.98, 3.13, 0.03)
H (3.10, 3.20, -1.73)
H (1.35, 1.90, -1.24)
H (1.56, 0.26, -2.54)
H (3.00, 1.16, -2.90)
H (3.13, -1.44, -2.55)
H (4.43, -0.45, -1.92)
H (4.63, -1.36, 1.60)
H (5.29, -2.15, 0.18)
H (6.49, -0.06, 0.87)
H (6.04, -0.10, -0.81)
H (5.25, 1.76, 1.16)
C (0.06, 2.56, 0.88)
C (-0.89, 1.54, 1.23)
C (-0.54, 1.04, 2.51)
C (0.59, 1.75, 2.96)
C (0.96, 2.69, 1.96)
C (2.01, 3.74, 2.17)
C (1.17, 1.66, 4.33)
C (-1.35, 0.10, 3.33)
C (-2.22, 1.31, 0.58)
C (-0.08, 3.50, -0.28)
H (1.78, 4.29, 3.09)
H (2.03, 4.47, 1.36)
H (3.00, 3.31, 2.29)
H (0.53, 2.22, 5.02)
H (2.17, 2.09, 4.38)
H (1.22, 0.64, 4.69)
H (-2.04, 0.67, 3.96)
H (-0.72, -0.48, 4.00)
H (-1.95, -0.59, 2.74)
H (-2.96, 1.90, 1.13)
H (-2.53, 0.27, 0.63)
H (-2.25, 1.65, -0.45)
H (-0.69, 4.35, 0.02)
H (-0.55, 3.03, -1.14)
H (0.88, 3.91, -0.59)
S (5.10, 0.68, 3.84)
C (3.78, 0.55, 2.97)
N (2.81, 0.47, 2.30)
C (-2.38, 2.87, -3.80)
O (-2.56, 1.70, -2.97)
C (-1.47, 0.96, -2.79)
O (-0.35, 1.34, -3.04)
C (-1.74, -0.32, -2.09)
C (-2.74, -1.14, -2.41)
As (-3.23, -2.85, -1.52)
C (-4.99, -2.26, -0.87)
C (-2.31, -2.62, 0.18)
C (-1.10, -1.96, 0.38)
As (-0.27, -0.85, -0.92)
C (0.43, -2.21, -2.14)
C (-0.26, -2.07, 1.49)
O (0.74, -1.25, 1.67)
O (-0.44, -3.03, 2.37)
C (0.51, -3.14, 3.44)
C (-3.02, -3.21, 1.32)
O (-3.11, -2.70, 2.42)
O (-3.67, -4.34, 0.98)
C (-4.50, -4.90, 2.01)
C (-3.44, -0.87, -3.72)
O (-2.87, -0.42, -4.68)
O (-4.67, -1.36, -3.77)
C (-5.32, -1.28, -5.05)
H (-3.38, 3.25, -3.98)
H (-1.89, 2.58, -4.73)
H (-1.78, 3.61, -3.29)
H (-5.70, -2.27, -1.69)
H (-4.93, -1.26, -0.45)
H (-5.31, -2.96, -0.11)
H (-0.36, -2.93, -2.33)
H (1.27, -2.72, -1.67)
H (0.74, -1.76, -3.08)
H (0.16, -3.97, 4.05)
H (0.54, -2.23, 4.03)
H (1.50, -3.36, 3.04)
H (-4.94, -5.79, 1.58)
H (-5.27, -4.20, 2.31)
H (-3.90, -5.16, 2.88)
H (-6.29, -1.74, -4.92)
H (-4.74, -1.81, -5.80)
H (-5.43, -0.24, -5.34)

Atomic partial charges in e from the Löwdin method, atoms 1 to 8:
1 Ti 0.8938
2 C -0.1920
3 C -0.1676
4 N -0.1089
5 C -0.2658
6 C -0.3981
7 S 0.9414
8 C -0.4014

=====

> Among the records above, which one has the lowest total charge?

C31H46F18N2O32S4V

=====

> Which of these has the highest energy?

C31H46N4P2SiTc

=====

> Look up the energy of the fifth one.

-220218.7094 eV